[1]
{
  "formula": "C42H36AsIrN2OSSi",
  "method": "wB97M-V/def2-TZVPD",
  "multiplicity": 2,
  "orbital_gap_ev": [5.16, 5.87],
  "charge": -1,
  "e_above_lowest_kj_mol": 58.15,
  "fmax_ev_per_a": 0.50,
  "elements": ["Ir", "C", "Si", "C", "C", "C", "C", "C", "C", "N", "C", "S", "H", "H", "H", "H", "H", "H", "H", "H", "H", "H", "H", "H", "N", "C", "C", "C", "C", "C", "C", "C", "C", "C", "H", "H", "H", "H", "O", "As", "C", "C", "C", "C", "C", "C", "C", "C", "C", "C", "C", "C", "C", "C", "C", "C", "C", "C", "H", "H", "H", "H", "H", "H", "H", "H", "H", "H", "H", "H", "H", "H", "H", "C", "C", "C", "C", "C", "C", "C", "H", "H", "H", "H", "H"],
  "xyz": [[-0.306895, -0.966879, 1.074364], [4.648233, -3.990713, 0.219251], [4.295976, -3.752314, 2.055679], [5.936759, -3.732846, 2.998336], [3.264581, -5.185577, 2.698463], [3.464648, -2.085998, 2.291142], [4.137344, -1.002202, 2.852079], [3.531089, 0.247517, 2.975165], [2.246682, 0.402728, 2.494674], [1.590158, -0.605109, 1.920347], [2.160484, -1.835571, 1.845949], [0.998368, -2.896524, 1.120253], [5.174464, -4.929397, 0.031155], [5.261360, -3.174694, -0.169302], [3.712807, -4.005177, -0.343400], [6.419998, -4.709152, 2.918566], [5.782438, -3.523640, 4.058896], [6.635477, -2.990049, 2.608102], [3.868041, -6.097079, 2.713398], [2.387756, -5.352784, 2.074401], [2.906770, -4.996115, 3.712167], [5.152218, -1.127428, 3.214244], [4.048717, 1.084919, 3.422348], [1.714118, 1.344522, 2.542396], [-6.034849, 6.743332, 2.080154], [-5.669051, 5.667034, 1.890542], [-5.213472, 4.339220, 1.658750], [-5.709310, 3.599824, 0.577487], [-5.258066, 2.317638, 0.351001], [-4.286923, 1.730553, 1.182372], [-3.802985, 2.487765, 2.268156], [-4.257711, 3.763938, 2.504248], [-3.757557, 0.452266, 0.915662], [-3.065515, -0.551933, 0.788468], [-6.444031, 4.043904, -0.081032], [-5.630913, 1.749040, -0.490319], [-3.042099, 2.048928, 2.900662], [-3.871354, 4.334765, 3.339391], [-0.747864, 1.148761, 0.971989], [-0.041847, 1.326147, -0.538315], [1.893332, 1.268824, -0.643311], [2.534194, 0.055860, -0.882834], [3.915450, 0.000483, -0.923343], [4.663339, 1.155847, -0.719303], [4.025241, 2.364907, -0.481951], [2.637696, 2.423895, -0.447886], [-0.688913, 0.506480, -2.171328], [-1.978322, -0.005994, -2.256744], [-2.418537, -0.565280, -3.444382], [-1.581597, -0.608416, -4.553228], [-0.302871, -0.078047, -4.473786], [0.144182, 0.480646, -3.285510], [-0.454326, 3.201588, -0.904600], [-1.216995, 3.887371, 0.034458], [-1.584645, 5.205574, -0.195668], [-1.182182, 5.845023, -1.359418], [-0.418169, 5.163336, -2.299280], [-0.060792, 3.842917, -2.075725], [1.940384, -0.847613, -0.985600], [4.409054, -0.948647, -1.092851], [5.745143, 1.108793, -0.736842], [4.604533, 3.264840, -0.317110], [2.142620, 3.371186, -0.265690], [-2.628528, 0.011665, -1.393069], [-3.414800, -0.986475, -3.490411], [-1.924602, -1.061052, -5.475075], [0.355869, -0.106370, -5.332777], [1.152195, 0.875594, -3.236749], [-1.532472, 3.368540, 0.928797], [-2.192997, 5.728071, 0.532105], [-1.470129, 6.873352, -1.539205], [-0.111599, 5.658710, -3.212141], [0.519390, 3.311701, -2.822622], [-2.127538, -1.553448, 0.500421], [-2.641944, -2.700555, -0.247384], [-3.992050, -2.750862, -0.662395], [-4.483803, -3.799173, -1.418841], [-3.654047, -4.850220, -1.789120], [-2.324192, -4.826645, -1.385279], [-1.828380, -3.776537, -0.635141], [-4.653544, -1.943337, -0.375473], [-5.525547, -3.797893, -1.720148], [-4.036823, -5.673165, -2.380552], [-1.661272, -5.637884, -1.663831], [-0.789064, -3.779202, -0.347069]],
  "forces_ev_per_angstrom": [[0.011, 0.093, -0.193], [-0.037, -0.006, 0.153], [0.036, -0.095, -0.080], [-0.149, 0.024, -0.097], [0.092, 0.126, -0.013], [0.225, 0.022, 0.102], [-0.074, -0.006, 0.027], [0.092, -0.027, 0.016], [-0.098, -0.143, -0.140], [0.173, 0.051, 0.163], [-0.156, 0.054, -0.116], [0.011, -0.206, 0.104], [0.006, -0.018, 0.005], [0.032, 0.011, 0.024], [-0.033, 0.011, 0.023], [-0.010, -0.021, -0.005], [-0.014, -0.009, 0.019], [-0.019, 0.026, -0.027], [-0.002, -0.015, -0.004], [0.000, 0.024, -0.040], [0.034, 0.020, 0.024], [0.007, -0.013, -0.012], [0.009, -0.007, 0.007], [-0.013, 0.030, -0.013], [0.017, -0.039, -0.014], [-0.130, 0.357, 0.068], [0.060, -0.322, -0.129], [0.054, 0.012, 0.106], [-0.063, 0.021, 0.010], [0.003, -0.034, -0.098], [0.131, -0.066, 0.035], [-0.033, 0.050, -0.036], [0.007, -0.107, 0.201], [0.182, -0.025, -0.105], [-0.006, 0.019, 0.002], [-0.014, 0.006, -0.009], [-0.014, -0.010, -0.015], [-0.010, 0.004, -0.007], [-0.354, -0.058, 0.331], [0.036, -0.218, -0.271], [-0.048, 0.006, -0.082], [-0.135, -0.037, 0.020], [0.080, 0.045, 0.020], [-0.044, 0.042, 0.021], [0.103, -0.057, 0.002], [-0.052, 0.029, -0.006], [0.019, -0.046, 0.001], [0.024, 0.089, 0.052], [0.015, -0.016, -0.085], [-0.021, 0.001, 0.040], [-0.067, -0.046, -0.070], [0.069, 0.020, 0.108], [0.043, 0.001, 0.070], [0.025, -0.078, -0.066], [-0.005, 0.067, -0.029], [-0.004, 0.001, 0.018], [-0.032, 0.037, -0.001], [0.007, -0.073, 0.019], [-0.011, 0.003, -0.007], [-0.008, 0.012, -0.002], [0.009, 0.008, 0.000], [0.013, -0.005, 0.000], [-0.001, -0.032, -0.003], [0.021, 0.035, -0.052], [0.003, -0.014, -0.017], [-0.006, 0.000, -0.006], [-0.001, -0.008, -0.008], [0.004, -0.005, 0.054], [-0.010, -0.014, 0.045], [-0.011, 0.011, 0.001], [-0.002, 0.003, -0.003], [0.006, 0.005, -0.003], [0.000, 0.002, 0.017], [0.044, 0.492, 0.053], [-0.213, 0.016, -0.111], [0.137, -0.054, 0.069], [-0.016, 0.016, -0.001], [0.012, -0.050, -0.031], [-0.032, -0.066, -0.051], [0.060, 0.086, 0.035], [-0.010, 0.018, 0.007], [-0.002, -0.003, -0.001], [0.003, -0.002, 0.003], [0.002, -0.002, 0.000], [0.040, 0.046, -0.013]],
  "lowdin_charge": [0.754, -0.178, 0.517, -0.194, -0.189, -0.255, -0.095, -0.078, -0.136, -0.167, -0.745, 0.595, 0.025, 0.017, 0.021, 0.024, 0.029, 0.024, 0.024, 0.003, 0.033, 0.088, 0.094, 0.112, 0.125, -0.217, -0.262, -0.040, -0.030, -0.233, -0.036, -0.045, -0.004, -0.142, 0.112, 0.111, 0.121, 0.115, -0.586, 1.182, -0.319, -0.121, -0.069, -0.086, -0.089, -0.098, -0.283, -0.076, -0.065, -0.090, -0.093, -0.114, -0.285, -0.081, -0.076, -0.094, -0.093, -0.103, 0.087, 0.096, 0.098, 0.098, 0.102, 0.078, 0.105, 0.097, 0.097, 0.095, 0.081, 0.100, 0.098, 0.097, 0.099, -0.341, -0.258, -0.055, -0.114, -0.125, -0.104, -0.066, 0.096, 0.091, 0.085, 0.094, 0.013]
}



[2]
{
  "formula": "C42H36BCl3N4O11",
  "method": "wB97M-V/def2-TZVPD",
  "multiplicity": 1,
  "orbital_gap_ev": 6.89,
  "charge": 0,
  "fmax_ev_per_a": 4.31,
  "elements": ["C", "N", "C", "C", "C", "N", "C", "C", "C", "C", "Cl", "C", "C", "C", "B", "N", "O", "C", "O", "C", "N", "C", "C", "Cl", "C", "C", "Cl", "C", "O", "H", "H", "H", "H", "H", "H", "H", "H", "H", "H", "H", "H", "H", "H", "H", "H", "H", "H", "H", "H", "O", "C", "C", "C", "C", "O", "C", "C", "H", "H", "H", "H", "O", "C", "C", "C", "C", "O", "C", "C", "H", "H", "H", "H", "O", "C", "C", "C", "C", "O", "C", "C", "H", "H", "H", "H", "O", "C", "C", "C", "C", "O", "C", "C", "H", "H", "H", "H"],
  "xyz": [[-0.957013, -4.324031, -5.596872], [-1.608707, -3.974963, -4.301564], [-1.721481, -2.499833, -4.080912], [-0.923251, -2.110165, -2.725161], [-1.759915, -1.942355, -1.392887], [-3.207189, -2.137516, -1.462673], [-3.640178, -3.058746, -0.609004], [-3.058265, -4.536949, -0.443407], [-4.860653, -2.612353, 0.360722], [-0.955612, -1.561906, -0.121733], [-1.835299, -1.284508, 1.478568], [0.606492, -1.386602, -0.087549], [1.419268, -1.560934, -1.430649], [0.639011, -1.899827, -2.748447], [1.412785, -2.046029, -4.177859], [2.512163, -3.026106, -4.463416], [1.036295, -1.129121, -5.240650], [2.985204, -1.339277, -1.333822], [3.868854, -1.910416, -2.016604], [3.481693, -0.299141, -0.197859], [4.707196, 0.502209, -0.441693], [2.754143, -0.160865, 1.020504], [3.150310, 0.781004, 2.225643], [4.839310, 0.660602, 2.973778], [2.288324, 1.737487, 2.826003], [2.708597, 2.656155, 4.089164], [0.590599, 1.978572, 2.169418], [1.416804, -1.040907, 1.232854], [1.140194, -1.408532, 2.397911], [-0.346577, -3.468188, -6.062930], [-0.221095, -5.189116, -5.383457], [-1.698885, -4.718901, -6.374386], [-1.190089, -4.463705, -3.502559], [-1.371650, -1.874240, -4.981160], [-2.850295, -2.274372, -3.968311], [-2.012434, -4.680715, -0.874072], [-3.838920, -5.262410, -0.893675], [-3.019993, -4.808946, 0.681601], [-4.568339, -1.711709, 1.019011], [-5.172681, -3.512739, 1.013869], [-5.776334, -2.259148, -0.246461], [3.395694, -2.478500, -4.540930], [2.407819, -3.477827, -5.386038], [0.713084, -1.612032, -6.030207], [4.760389, 0.683754, -1.466443], [4.570332, 1.448531, -0.035840], [1.960342, 3.497202, 4.277692], [3.796857, 2.987720, 4.044049], [2.626996, 1.952863, 5.006550], [-3.065925, -3.765026, 3.498589], [-2.985612, -3.290403, 4.617189], [-3.050889, -4.146702, 5.820465], [-2.965427, -3.626269, 7.045264], [-2.800252, -2.171467, 7.252241], [-2.720496, -1.697988, 8.370057], [-2.734974, -1.315168, 6.049062], [-2.820299, -1.835701, 4.824423], [-3.171347, -5.209646, 5.651487], [-3.012087, -4.238340, 7.937312], [-2.614623, -0.252188, 6.217834], [-2.773616, -1.223434, 3.933049], [-2.140555, 7.585953, 2.315895], [-2.535552, 6.477306, 2.627376], [-3.947646, 6.238786, 2.989753], [-4.378648, 5.024573, 3.332750], [-3.463903, 3.865484, 3.363110], [-3.858378, 2.755685, 3.674291], [-2.050937, 4.103181, 2.999555], [-1.619531, 5.317254, 2.657157], [-4.605579, 7.098257, 2.960992], [-5.409642, 4.832874, 3.601532], [-1.394489, 3.243333, 3.025958], [-0.588197, 5.508981, 2.387243], [-4.773253, 4.730995, 0.593940], [-4.277294, 4.165859, -0.365372], [-3.961205, 2.722063, -0.325401], [-3.416283, 2.103660, -1.374251], [-3.106873, 2.835366, -2.621430], [-2.611922, 2.271062, -3.578466], [-3.423127, 4.279501, -2.660850], [-3.967928, 4.897425, -1.611972], [-4.194844, 2.201028, 0.595437], [-3.177579, 1.046929, -1.362232], [-3.189630, 4.800565, -3.581085], [-4.206562, 5.953685, -1.623713], [10.974090, -0.754590, -3.173693], [9.984892, -0.069131, -2.996592], [10.070559, 1.406564, -2.956546], [8.986020, 2.157385, -2.760260], [7.652421, 1.546817, -2.576016], [6.661326, 2.234009, -2.398858], [7.567028, 0.071852, -2.615967], [8.650993, -0.679368, -2.812275], [11.054499, 1.837612, -3.093967], [9.030474, 3.238841, -2.727404], [6.582876, -0.359210, -2.478626], [8.606027, -1.760727, -2.845096]],
  "forces_ev_per_angstrom": [[0.766, -1.352, 0.087], [0.701, 0.820, -1.135], [-0.616, 0.362, 1.350], [1.510, 1.448, 2.152], [3.319, -0.650, -2.045], [2.280, -0.601, 3.613], [-0.484, 0.919, 0.223], [-0.358, 0.482, 1.176], [-0.557, -0.894, -0.754], [1.767, -0.347, -1.464], [1.048, -0.394, -2.355], [-1.445, -0.610, -2.969], [-3.336, -0.227, 0.711], [-1.563, 0.309, 2.978], [0.223, 0.610, -1.295], [-0.343, 0.658, -0.152], [-0.729, -1.722, 1.279], [1.484, -0.569, -0.211], [-3.122, 2.050, 1.739], [-0.814, 1.216, 1.913], [-2.709, -0.633, -0.930], [0.217, -0.437, -1.203], [-1.873, 1.258, 0.246], [-1.988, -0.048, -1.043], [2.063, -0.931, -0.478], [-0.785, -1.530, 0.156], [2.190, -0.463, 0.646], [0.689, -0.167, 1.895], [0.374, 1.098, -4.072], [-0.942, -1.134, 0.675], [-1.052, 1.304, -0.565], [0.927, 0.762, 1.044], [-0.056, 0.568, -0.688], [-0.222, -1.096, 1.496], [1.912, 0.014, 0.186], [-1.596, 0.297, 0.325], [1.310, 1.254, 0.453], [-0.029, 0.566, -1.745], [-0.069, -1.660, -1.173], [0.475, 1.584, -0.971], [1.472, -0.660, 0.757], [-0.697, -0.658, 0.360], [-0.032, 0.458, 0.507], [0.767, 0.551, 0.445], [0.243, -0.373, 0.937], [0.187, -0.980, 0.006], [1.199, -1.093, -0.608], [-1.639, -0.296, -0.232], [0.169, 1.116, -1.402], [-0.063, 0.071, 0.265], [0.011, -0.123, -0.419], [0.011, -0.058, 0.331], [-0.042, -0.302, -0.193], [0.048, 0.226, 0.420], [-0.028, -0.148, -0.291], [-0.002, 0.063, -0.332], [0.010, 0.232, 0.176], [0.005, 0.023, -0.039], [0.007, 0.044, 0.015], [-0.009, -0.022, 0.021], [-0.017, -0.007, 0.068], [-0.047, -0.283, 0.055], [-0.021, 0.441, -0.111], [-0.176, -0.207, 0.295], [0.004, 0.427, 0.154], [-0.252, -0.256, 0.075], [0.131, 0.185, -0.097], [0.175, 0.125, -0.101], [0.100, -0.321, 0.020], [0.045, -0.003, -0.039], [0.025, -0.048, -0.045], [-0.089, 0.049, 0.064], [-0.004, 0.020, -0.011], [0.054, -0.194, -0.430], [-0.122, 0.077, 0.254], [0.102, -0.225, -0.098], [-0.081, -0.066, 0.325], [0.207, -0.262, -0.364], [-0.144, 0.171, 0.245], [-0.121, 0.303, 0.140], [0.116, 0.055, -0.287], [-0.002, 0.027, 0.024], [0.001, -0.038, -0.035], [0.010, -0.044, -0.001], [-0.007, -0.009, 0.042], [-0.263, 0.206, 0.040], [0.381, -0.311, -0.056], [-0.141, 0.327, 0.033], [0.310, 0.024, -0.046], [-0.333, 0.190, 0.078], [0.208, -0.211, -0.041], [0.072, -0.273, -0.049], [-0.325, 0.015, 0.044], [-0.001, -0.048, 0.000], [-0.041, -0.011, 0.006], [0.027, -0.027, 0.028], [0.033, 0.015, 0.000]],
  "lowdin_charge": [-0.137, -0.125, -0.181, -0.012, -0.178, 0.069, -0.310, -0.033, -0.060, -0.370, 0.652, -0.022, 0.012, 0.062, -0.487, 0.110, 0.053, -0.209, 0.059, -0.118, 0.091, -0.107, -0.534, 0.585, -0.582, -0.128, 0.646, -0.302, 0.024, 0.064, 0.096, 0.083, 0.095, 0.117, 0.115, 0.080, 0.104, 0.088, 0.058, 0.082, 0.087, 0.080, 0.065, 0.081, 0.074, 0.093, 0.073, 0.062, 0.098, 0.073, -0.381, 0.022, 0.022, -0.386, 0.105, 0.031, 0.016, 0.121, 0.122, 0.125, 0.068, 0.100, -0.388, 0.006, -0.002, -0.396, 0.090, 0.001, 0.026, 0.125, 0.126, 0.037, 0.120, 0.097, -0.363, 0.031, 0.034, -0.383, 0.110, 0.024, 0.026, 0.121, 0.112, 0.123, 0.123, 0.107, -0.387, 0.023, 0.021, -0.380, 0.090, 0.023, 0.029, 0.123, 0.122, 0.104, 0.125]
}



Which of these has the lowest multiplicity?
C42H36BCl3N4O11



Which of these has the lowest multiplicity?
C42H36BCl3N4O11



multiplicity of number 1 (C42H36AsIrN2OSSi)?
2